(1)
{"formula": "C4H2N2O4", "method": "the ωB97M-V functional and the def2-TZVPD basis", "symbols": ["O", "C", "C", "C", "C", "N", "O", "O", "N", "O", "H", "H"], "xyz": [[3.124, -0.581, 1.366], [2.104, -1.078, 0.719], [0.916, -0.142, 0.376], [-0.158, -0.483, -0.505], [-0.926, 0.665, -0.149], [-2.084, 1.022, -0.882], [-2.378, 0.199, -1.914], [-2.828, 1.935, -0.555], [-0.606, 1.381, 0.839], [0.545, 0.766, 1.258], [2.318, -2.331, 0.520], [-0.024, -1.353, -1.074]], "mulliken_charge": [-0.435, -0.157, 0.541, -0.465, 0.402, 0.797, -0.524, -0.468, -0.352, -0.050, 0.271, 0.440], "homo_energy_ev": -11.10, "orbital_gap_ha": 0.3459, "smiles": "O=Cc1cc([N+](=O)[O-])no1", "de_lowest_kcal_mol": 68.57}

***

(2)
{"formula": "C31H38MnNP", "method": "the ωB97M-V functional and the def2-TZVPD basis", "symbols": ["Mn", "C", "C", "C", "C", "C", "C", "C", "P", "C", "C", "C", "C", "C", "C", "C", "C", "C", "C", "C", "C", "C", "C", "H", "H", "H", "H", "H", "H", "H", "H", "H", "H", "H", "H", "H", "H", "H", "H", "H", "H", "H", "H", "C", "C", "C", "C", "N", "H", "H", "H", "H", "H", "H", "H", "H", "H", "C", "C", "C", "C", "C", "C", "H", "H", "H", "H", "H", "H", "H", "H", "H"], "xyz": [[-1.214, 0.552, -0.816], [0.058, -1.461, 4.276], [-0.842, -0.258, 4.164], [-1.216, 0.386, 5.341], [-2.019, 1.516, 5.345], [-2.479, 2.036, 4.148], [-2.121, 1.414, 2.965], [-1.314, 0.273, 2.951], [-0.985, -0.367, 1.263], [0.735, -0.993, 1.331], [1.004, -2.332, 1.078], [2.305, -2.806, 1.100], [3.345, -1.934, 1.372], [3.084, -0.590, 1.590], [1.789, -0.088, 1.552], [1.547, 1.387, 1.698], [-2.051, -1.840, 1.139], [-2.584, -2.552, 2.214], [-3.383, -3.657, 1.986], [-3.647, -4.057, 0.682], [-3.152, -3.327, -0.384], [-2.377, -2.183, -0.179], [-1.977, -1.302, -1.340], [-0.048, -1.917, 5.261], [1.104, -1.173, 4.152], [-0.159, -2.214, 3.526], [-0.871, -0.019, 6.286], [-2.280, 1.988, 6.283], [-3.105, 2.919, 4.134], [-2.464, 1.819, 2.019], [0.185, -3.012, 0.875], [2.505, -3.852, 0.904], [4.366, -2.296, 1.402], [3.909, 0.088, 1.780], [2.485, 1.931, 1.806], [0.917, 1.617, 2.558], [1.044, 1.764, 0.801], [-2.389, -2.240, 3.231], [-3.806, -4.203, 2.820], [-4.268, -4.926, 0.499], [-3.391, -3.628, -1.397], [-2.905, -1.026, -1.857], [-1.409, -1.894, -2.061], [-0.105, 3.557, -2.563], [-1.387, 2.756, -2.839], [-1.246, 1.979, -4.158], [-2.594, 3.698, -2.909], [-1.583, 1.832, -1.765], [0.088, 4.256, -3.379], [0.733, 2.867, -2.465], [-0.208, 4.117, -1.632], [-1.099, 2.666, -4.994], [-2.147, 1.390, -4.339], [-0.398, 1.299, -4.085], [-2.465, 4.397, -3.735], [-2.691, 4.261, -1.979], [-3.510, 3.128, -3.069], [3.960, 0.901, -2.007], [2.934, 0.029, -2.744], [3.393, -1.436, -2.723], [2.795, 0.511, -4.196], [1.630, 0.146, -2.076], [0.541, 0.257, -1.550], [4.928, 0.847, -2.510], [4.077, 0.556, -0.980], [3.635, 1.943, -1.986], [4.382, -1.530, -3.176], [2.691, -2.060, -3.278], [3.437, -1.801, -1.696], [3.767, 0.494, -4.695], [2.405, 1.529, -4.227], [2.108, -0.134, -4.746]], "mulliken_spin": [1.387, 0.000, -0.001, -0.001, 0.000, 0.002, -0.010, -0.020, -0.040, 0.003, 0.012, 0.000, 0.002, -0.001, 0.008, 0.007, 0.001, -0.002, 0.000, 0.000, 0.003, -0.011, -0.107, 0.000, 0.000, 0.000, 0.000, 0.000, 0.000, 0.013, -0.001, 0.000, 0.000, 0.000, 0.000, 0.000, 0.000, 0.000, 0.000, 0.000, 0.001, 0.004, 0.010, -0.026, 0.096, -0.012, -0.017, -0.272, 0.000, 0.001, -0.001, 0.000, -0.001, 0.002, -0.003, 0.000, 0.003, 0.004, 0.004, 0.001, 0.003, 0.020, -0.061, 0.000, 0.000, -0.001, 0.001, -0.001, -0.001, 0.000, -0.001, -0.001], "homo_energy_ev": [-7.91, -7.86], "orbital_gap_ha": [0.2588, 0.2926], "spin_multiplicity": 2, "s_squared": 0.986, "de_lowest_kcal_mol": 17.39}

***

(3)
{"formula": "C2H9N4", "method": "the ωB97M-V functional and the def2-TZVPD basis", "symbols": ["C", "C", "N", "N", "N", "N", "H", "H", "H", "H", "H", "H", "H", "H", "H"], "xyz": [[-1.563, 0.289, -0.698], [1.647, -0.567, 1.814], [-0.296, 0.039, -0.822], [-2.069, 0.673, 0.531], [1.611, 0.265, 0.916], [0.141, -0.556, -2.043], [-1.934, 0.197, -1.709], [2.564, -0.527, 2.486], [0.975, -1.389, 1.708], [0.459, 0.109, -0.067], [-3.065, 0.679, 0.732], [-1.509, 0.443, 1.306], [2.426, 0.895, 0.835], [1.073, -0.229, -2.190], [-0.460, -0.321, -2.799]], "mulliken_charge": [0.168, -0.295, 0.119, -0.394, -0.437, -0.654, 0.293, 0.257, 0.283, 0.458, 0.268, 0.214, 0.197, 0.254, 0.270], "charge": 1, "homo_energy_ev": -13.55, "orbital_gap_ha": 0.3812, "de_lowest_kcal_mol": 67.19}

***

(4)
{"formula": "C25H34AuN2O4", "method": "the ωB97M-V functional and the def2-TZVPD basis", "symbols": ["Au", "C", "C", "C", "C", "C", "C", "C", "C", "C", "C", "C", "C", "C", "C", "C", "C", "C", "H", "H", "H", "H", "H", "H", "H", "H", "H", "H", "H", "H", "H", "H", "H", "H", "H", "H", "H", "H", "H", "H", "H", "H", "H", "H", "H", "H", "H", "N", "C", "H", "O", "C", "O", "C", "C", "C", "C", "C", "C", "N", "O", "O", "H", "H", "H", "H"], "xyz": [[0.673, -0.791, -0.965], [-1.293, -1.646, -0.335], [-1.312, -0.360, 0.299], [-1.738, 0.589, -0.735], [-1.901, -0.189, -1.950], [-1.654, -1.538, -1.727], [-1.818, -2.668, -2.709], [-3.330, -2.923, -2.859], [-1.237, -2.279, -4.072], [-1.137, -3.938, -2.200], [-2.001, 2.080, -0.726], [-2.538, 2.539, -2.090], [-0.702, 2.866, -0.475], [-3.074, 2.445, 0.317], [-1.252, -0.292, 1.828], [-2.710, -0.367, 2.323], [-0.560, 0.948, 2.399], [-0.518, -1.520, 2.396], [-1.154, -2.579, 0.185], [-2.186, 0.231, -2.901], [-3.843, -2.042, -3.248], [-3.783, -3.190, -1.902], [-3.494, -3.748, -3.554], [-1.711, -1.384, -4.476], [-1.401, -3.089, -4.783], [-0.162, -2.097, -4.005], [-1.583, -4.294, -1.270], [-0.067, -3.781, -2.035], [-1.248, -4.733, -2.938], [-1.821, 2.365, -2.894], [-2.715, 3.613, -2.044], [-3.488, 2.062, -2.344], [0.011, 2.701, -1.281], [-0.209, 2.597, 0.451], [-0.950, 3.928, -0.441], [-3.985, 1.864, 0.165], [-3.325, 3.499, 0.195], [-2.737, 2.305, 1.340], [-3.318, 0.465, 1.971], [-2.714, -0.353, 3.414], [-3.181, -1.297, 1.998], [-1.094, 1.871, 2.194], [0.460, 1.041, 2.023], [-0.503, 0.843, 3.483], [-1.058, -2.450, 2.215], [-0.450, -1.408, 3.478], [0.498, -1.606, 2.008], [2.964, -1.743, -3.030], [2.099, -1.267, -2.444], [3.746, -2.096, -3.548], [2.203, 1.198, -0.618], [2.622, 0.566, 0.361], [2.184, -0.616, 0.643], [3.660, 1.146, 1.267], [4.228, 2.377, 0.958], [5.176, 2.935, 1.802], [5.555, 2.271, 2.959], [4.970, 1.052, 3.245], [4.030, 0.468, 2.420], [5.359, 0.346, 4.485], [4.853, -0.738, 4.691], [6.241, 0.840, 5.153], [3.917, 2.885, 0.055], [5.622, 3.890, 1.562], [6.287, 2.682, 3.638], [3.598, -0.487, 2.676]], "mulliken_spin": [0.379, 0.301, 0.014, 0.137, 0.271, 0.236, 0.035, 0.037, 0.006, 0.011, 0.148, 0.019, 0.043, 0.036, 0.038, 0.030, 0.012, 0.004, 0.011, 0.009, -0.002, 0.001, 0.003, 0.001, 0.000, 0.003, 0.000, -0.001, 0.000, 0.000, -0.001, -0.001, 0.005, -0.003, -0.001, 0.004, 0.002, -0.004, -0.010, 0.002, 0.004, 0.000, -0.003, -0.001, 0.000, 0.000, 0.001, 0.001, 0.042, 0.000, 0.026, -0.014, 0.155, 0.016, 0.003, 0.000, -0.001, 0.000, 0.000, 0.000, 0.000, 0.000, -0.001, 0.000, 0.000, 0.000], "charge": 1, "homo_energy_ev": [-11.50, -12.20], "orbital_gap_ha": [0.3339, 0.2276], "spin_multiplicity": 3, "s_squared": 2.014}

***

(5)
{"formula": "C16H42Ag2N3O6", "method": "the ωB97M-V functional and the def2-TZVPD basis", "symbols": ["Ag", "Ag", "C", "C", "O", "O", "H", "H", "H", "C", "C", "C", "O", "C", "N", "H", "H", "H", "H", "H", "H", "H", "H", "H", "H", "H", "C", "C", "C", "O", "C", "N", "H", "H", "H", "H", "H", "H", "H", "H", "H", "H", "H", "C", "C", "C", "O", "C", "N", "H", "H", "H", "H", "H", "H", "H", "H", "H", "H", "H", "C", "C", "O", "H", "H", "H", "H", "H", "H"], "xyz": [[2.250, -5.388, 0.445], [-1.085, -4.816, -2.056], [0.568, -1.170, 0.123], [0.731, -2.673, 0.089], [-0.157, -3.372, -0.449], [1.841, -3.163, 0.491], [-0.457, -0.876, -0.086], [1.195, -0.767, -0.674], [0.851, -0.719, 1.073], [1.207, 1.459, -2.676], [0.642, 2.522, -1.732], [1.756, 3.425, -1.196], [1.404, 4.268, -0.155], [2.157, 5.466, -0.048], [-0.316, 3.293, -2.533], [2.043, 0.877, -2.284], [1.590, 1.852, -3.624], [0.476, 0.715, -3.001], [0.063, 2.058, -0.932], [2.192, 3.979, -2.041], [2.593, 2.792, -0.872], [1.743, 6.132, 0.705], [2.187, 6.017, -0.991], [3.175, 5.249, 0.291], [-1.200, 2.837, -2.781], [0.172, 3.608, -3.384], [5.227, -1.406, 1.679], [4.156, -0.939, 2.675], [3.376, 0.348, 2.240], [4.303, 1.366, 2.171], [3.718, 2.654, 2.235], [3.250, -2.015, 2.933], [5.902, -2.181, 2.029], [5.781, -0.556, 1.283], [4.742, -1.794, 0.774], [4.656, -0.723, 3.627], [2.508, 0.580, 2.866], [2.960, 0.131, 1.247], [4.540, 3.360, 2.331], [3.021, 2.819, 3.061], [3.188, 2.906, 1.309], [2.676, -2.281, 2.106], [2.561, -1.723, 3.640], [-2.282, -1.323, -2.326], [-3.158, -2.226, -1.493], [-4.619, -1.773, -1.298], [-5.414, -2.880, -0.979], [-6.721, -2.476, -0.576], [-3.169, -3.610, -2.090], [-2.229, -0.312, -1.916], [-2.765, -1.236, -3.307], [-1.300, -1.746, -2.534], [-2.784, -2.441, -0.487], [-4.984, -1.307, -2.225], [-4.655, -0.994, -0.528], [-7.325, -3.361, -0.405], [-7.192, -1.790, -1.281], [-6.655, -1.964, 0.390], [-4.010, -4.021, -1.673], [-3.453, -3.489, -3.066], [-2.735, -0.587, 2.026], [-1.981, 0.606, 1.474], [-2.711, 1.721, 1.990], [-3.774, -0.682, 1.719], [-2.766, -0.485, 3.112], [-2.209, -1.523, 1.805], [-2.015, 0.608, 0.372], [-0.930, 0.606, 1.782], [-2.351, 2.531, 1.607]], "mulliken_spin": [0.000, 0.000, 0.004, 0.002, 0.000, 0.006, 0.004, -0.004, -0.005, 0.122, 0.005, 0.012, 0.005, 0.001, 0.861, 0.015, 0.001, 0.001, 0.006, -0.001, 0.002, 0.001, 0.000, 0.000, -0.011, -0.019, 0.013, 0.025, 0.143, 0.062, 0.001, 0.723, 0.000, -0.003, 0.001, 0.023, -0.004, 0.023, 0.000, 0.003, 0.008, -0.021, -0.006, 0.000, 0.000, 0.000, 0.000, 0.000, 0.000, 0.000, 0.000, 0.000, 0.000, 0.000, 0.000, 0.000, 0.000, 0.000, 0.000, 0.000, 0.000, 0.000, 0.000, 0.000, 0.000, 0.000, 0.000, 0.000, 0.000], "charge": 3, "homo_energy_ev": [-16.30, -16.30], "orbital_gap_ha": [0.2626, 0.1372], "spin_multiplicity": 3, "s_squared": 2.010}

***

(6)
{"formula": "C5H6INOS", "method": "the ωB97M-V functional and the def2-TZVPD basis", "symbols": ["C", "C", "C", "C", "C", "N", "O", "S", "I", "H", "H", "H", "H", "H", "H"], "xyz": [[0.943, 1.257, 0.788], [-0.154, -0.692, 1.323], [0.129, 1.399, -0.585], [0.358, -1.710, 0.501], [-0.499, 0.145, -1.077], [0.745, 0.362, 1.625], [-1.298, -0.648, 1.737], [-2.144, 0.059, -0.737], [2.351, -2.095, 0.146], [1.751, 2.125, 0.803], [-0.522, 2.237, -0.533], [0.980, 1.807, -1.227], [-0.304, -2.495, 0.048], [-0.178, -0.541, -1.811], [-2.158, -1.210, -1.003]], "mulliken_charge": [0.081, 0.621, -0.594, -0.733, -0.359, -0.490, -0.587, -0.047, 0.083, 0.253, 0.386, 0.283, 0.448, 0.516, 0.139], "homo_energy_ev": [-7.98, -7.97], "orbital_gap_ha": [0.2598, 0.2593], "de_lowest_kcal_mol": 57.65}